No. 1
A cluster of 2 separate species, C6H5N2P in total in a non-equilibrium geometry. Source: the OMol25 dataset; level of theory: the ωB97M-V functional and the def2-TZVPD basis.

net charge: 0
expectation value of S²: 2.015
multiplicity: 3
E_HOMO (alpha / beta): -7.190 / -10.170 eV

Cartesian coordinates (Å):
C 3.21 -0.60 -0.01
C -1.48 -0.99 -0.44
C -2.33 0.00 0.15
C -0.13 -0.67 -0.62
C -1.81 1.22 0.57
C 0.28 0.50 -0.10
N 3.60 -1.68 -0.05
N -0.48 1.41 0.47
P 2.82 1.07 -0.29
H -1.76 -2.05 -0.82
H -3.33 0.02 0.35
H 0.49 -1.49 -1.09
H -2.45 1.90 0.92
H 3.37 1.36 0.93



No. 2
A structure of composition AsF6H16O8 in a non-equilibrium geometry. Source: the OMol25 dataset; level of theory: the ωB97M-V functional and the def2-TZVPD basis.

net charge: -1
ΔE to the lowest compared entry with this formula, charge and spin: 0.629 eV
multiplicity: 1
E_HOMO: -7.768 eV

Cartesian coordinates (Å):
As -0.05 0.26 -0.26
F -0.54 1.58 -1.41
F 0.88 1.48 0.67
F 0.49 -0.93 0.97
F -0.79 -1.06 -1.23
F 1.46 -0.08 -1.14
F -1.53 0.53 0.81
O 1.22 -2.03 -3.49
H 1.61 -1.31 -3.98
H 0.82 -1.62 -2.72
O -1.01 -4.18 -0.59
H -1.20 -4.39 -1.51
H -1.44 -3.34 -0.45
O 3.08 2.93 0.87
H 3.09 3.69 1.46
H 2.15 2.73 0.76
O -3.39 -1.31 1.30
H -2.90 -2.11 1.47
H -2.72 -0.66 1.08
O -0.95 3.57 2.13
H -1.75 3.85 2.57
H -1.17 2.71 1.75
O 4.09 0.90 -0.82
H 3.75 1.59 -0.25
H 3.31 0.47 -1.17
O -3.31 0.09 -2.72
H -2.52 -0.09 -2.21
H -3.76 -0.76 -2.77
O 0.70 -0.86 3.85
H 1.60 -0.71 4.14
H 0.76 -0.93 2.89



No. 3
A cluster of 6 separate species, C40H96BF4N5O3 in total in a non-equilibrium geometry. Source: the OMol25 dataset; level of theory: the ωB97M-V functional and the def2-TZVPD basis.

net charge: +4
ΔE to the lowest compared entry with this formula, charge and spin: 0.000 eV
multiplicity: 1
E_HOMO: -17.531 eV

Cartesian coordinates (Å):
C -9.48 -3.31 14.43
C -9.47 -2.43 13.20
N -10.70 -1.56 12.92
C -11.91 -2.47 13.04
C -10.80 -0.52 14.01
C -9.69 0.50 14.02
C -10.43 -1.05 11.50
C -11.54 -0.08 11.06
O -12.74 -0.78 10.93
C -13.82 0.13 10.71
H -10.24 -4.10 14.46
H -9.57 -2.81 15.39
H -8.56 -3.90 14.44
H -9.40 -3.15 12.38
H -8.51 -1.92 13.15
H -12.74 -1.80 13.24
H -11.80 -3.15 13.87
H -12.01 -2.99 12.10
H -10.89 -1.08 14.94
H -11.74 0.02 13.86
H -9.65 1.21 13.18
H -8.69 0.19 14.30
H -9.97 1.25 14.77
H -10.35 -1.95 10.89
H -9.43 -0.62 11.48
H -11.11 0.37 10.15
H -11.59 0.77 11.74
H -14.21 0.51 11.66
H -14.65 -0.44 10.30
H -13.55 0.98 10.09
C -0.93 1.44 9.26
C -1.65 2.38 10.23
N -3.08 1.98 10.64
C -3.87 1.81 9.35
C -2.98 0.62 11.31
C -2.28 0.59 12.64
C -3.64 3.09 11.47
C -5.04 2.85 12.08
O -4.97 1.82 13.03
C -6.27 1.43 13.44
H -1.40 1.32 8.30
H -0.84 0.46 9.74
H 0.13 1.70 9.21
H -1.68 3.37 9.77
H -1.14 2.57 11.17
H -4.82 1.43 9.71
H -3.49 1.11 8.61
H -4.00 2.84 9.04
H -2.56 -0.11 10.63
H -4.01 0.29 11.41
H -2.51 -0.37 13.10
H -2.58 1.36 13.35
H -1.19 0.71 12.62
H -3.69 4.01 10.89
H -2.98 3.25 12.32
H -5.74 2.63 11.26
H -5.41 3.76 12.57
H -6.66 0.73 12.68
H -7.00 2.26 13.43
H -6.39 0.96 14.41
C 1.98 1.54 18.60
C 1.14 0.78 17.61
N 0.27 -0.28 18.22
C -0.28 -1.15 17.13
C 1.04 -1.22 19.18
C 2.27 -1.83 18.57
C -0.91 0.22 19.03
C -2.05 0.87 18.25
O -2.96 -0.14 17.87
C -4.22 0.34 17.42
H 2.80 0.92 18.98
H 1.47 2.02 19.44
H 2.47 2.37 18.10
H 1.78 0.29 16.87
H 0.46 1.44 17.07
H -0.88 -0.54 16.46
H -0.88 -1.97 17.51
H 0.58 -1.54 16.58
H 0.29 -1.92 19.54
H 1.21 -0.56 20.03
H 3.01 -1.20 18.08
H 1.94 -2.61 17.88
H 2.94 -2.46 19.17
H -0.50 0.90 19.78
H -1.33 -0.55 19.69
H -1.79 1.46 17.37
H -2.51 1.46 19.06
H -4.11 1.00 16.55
H -4.83 0.86 18.16
H -4.84 -0.51 17.15
C -10.79 2.55 20.38
C -12.19 2.58 19.77
C -12.18 2.17 18.34
N -13.40 2.65 17.55
C -14.65 2.03 18.10
C -13.17 2.34 16.06
C -12.22 3.47 15.62
C -12.37 4.62 16.64
C -13.56 4.17 17.46
H -10.82 2.90 21.41
H -10.22 3.30 19.83
H -10.24 1.62 20.37
H -12.57 3.60 19.87
H -12.74 1.80 20.30
H -12.22 1.08 18.21
H -11.28 2.46 17.79
H -14.69 1.01 17.72
H -15.51 2.55 17.68
H -14.59 2.11 19.18
H -14.17 2.42 15.65
H -12.80 1.32 16.08
H -12.43 3.84 14.62
H -11.20 3.10 15.57
H -12.73 5.50 16.12
H -11.42 4.74 17.16
H -14.48 4.31 16.89
H -13.69 4.55 18.47
C -3.81 4.64 16.23
C -4.80 4.51 17.38
C -4.12 4.78 18.69
N -5.04 4.53 19.88
C -6.42 5.15 19.81
C -4.30 4.96 21.14
C -4.78 4.11 22.34
C -5.55 2.96 21.61
C -5.12 3.03 20.17
H -4.14 4.29 15.26
H -2.88 4.08 16.41
H -3.41 5.65 16.07
H -5.10 3.46 17.41
H -5.67 5.14 17.19
H -3.79 5.81 18.88
H -3.28 4.11 18.86
H -6.28 6.22 19.67
H -6.88 4.88 20.75
H -6.95 4.64 19.01
H -4.57 6.00 21.31
H -3.24 4.87 20.94
H -5.51 4.65 22.93
H -4.03 3.56 22.90
H -6.64 3.02 21.65
H -5.34 1.96 21.98
H -5.81 2.57 19.46
H -4.15 2.54 20.13
B -7.97 1.74 17.79
F -8.89 2.81 17.62
F -6.79 1.99 17.05
F -7.80 1.49 19.14
F -8.53 0.55 17.22



No. 4
A structure of composition C13H35IMnN4O2SSbSi3 in a non-equilibrium geometry. Source: the OMol25 dataset; level of theory: the ωB97M-V functional and the def2-TZVPD basis.

net charge: +3
expectation value of S²: 3.852
ΔE to the lowest compared entry with this formula, charge and spin: 0.673 eV
multiplicity: 4
E_HOMO (alpha / beta): -16.584 / -16.646 eV

Cartesian coordinates (Å):
Mn 0.40 -0.08 -0.34
C 1.81 -5.33 -0.36
C 2.42 -4.11 0.18
N 3.58 -3.99 0.74
N 3.74 -2.71 1.07
C 2.68 -1.97 0.72
S 2.42 -0.31 0.88
N 1.81 -2.86 0.15
N 0.54 -2.50 -0.32
H 2.55 -6.12 -0.40
H 1.41 -5.16 -1.36
H 0.99 -5.67 0.28
H 4.59 -2.42 1.54
H -0.18 -2.93 0.28
H 0.41 -2.88 -1.26
C -6.31 4.14 0.19
Si -5.44 3.58 -1.41
C -4.80 4.92 -2.58
C -5.75 1.83 -2.08
Sb -2.52 3.19 -0.07
Si -3.23 -0.27 1.58
C -3.81 -1.61 0.37
C -1.98 -0.76 2.92
C -4.57 0.97 2.07
Si -0.46 4.24 1.93
C -1.74 4.90 3.17
C 0.48 2.63 2.34
C 0.46 5.39 0.72
H -7.33 4.45 -0.03
H -5.81 4.99 0.64
H -6.38 3.35 0.94
H -5.62 5.35 -3.14
H -4.09 4.52 -3.30
H -4.32 5.73 -2.04
H -6.58 1.85 -2.80
H -6.02 1.13 -1.30
H -4.88 1.45 -2.61
H -3.00 -1.99 -0.24
H -4.57 -1.23 -0.31
H -4.25 -2.46 0.89
H -0.95 -0.71 2.56
H -2.16 -1.77 3.26
H -2.06 -0.12 3.80
H -5.10 1.35 1.21
H -4.19 1.82 2.63
H -5.28 0.46 2.71
H -2.41 4.11 3.53
H -2.35 5.69 2.74
H -1.25 5.33 4.05
H 0.23 2.25 3.33
H 1.56 2.81 2.33
H 0.28 1.83 1.62
H -0.17 6.18 0.33
H 0.86 4.83 -0.13
H 1.30 5.87 1.22
O -1.16 -0.05 0.16
O -2.23 0.78 0.50
I 0.51 2.04 -1.86
C 1.49 0.12 -2.02
H 2.57 0.31 -2.10
H 1.15 -0.35 -2.95



No. 5
The molecule C19H22N2O3 in a non-equilibrium geometry. Source: the OMol25 dataset; level of theory: the ωB97M-V functional and the def2-TZVPD basis.

net charge: 0
ΔE to the lowest compared entry with this formula, charge and spin: 4.794 eV
multiplicity: 1
E_HOMO: -8.450 eV

Cartesian coordinates (Å):
C -1.74 -3.43 -0.92
O -1.77 -2.05 -0.65
C -2.92 -1.50 -0.15
C -4.08 -2.21 0.10
C -5.19 -1.57 0.62
C -5.15 -0.21 0.88
C -4.00 0.50 0.62
C -2.87 -0.11 0.11
C -1.58 0.61 -0.16
C -1.70 2.12 -0.37
C -0.35 2.68 -0.85
N 0.81 2.03 -0.24
C 1.52 1.10 -1.11
C 2.86 0.76 -0.52
C 3.70 1.78 -0.07
C 4.94 1.49 0.47
C 5.37 0.18 0.57
C 4.53 -0.83 0.12
N 4.95 -2.20 0.23
O 4.19 -3.06 -0.16
O 6.05 -2.42 0.69
C 3.28 -0.55 -0.42
C 0.48 1.47 1.05
C -0.59 0.35 0.99
H -0.74 -3.64 -1.29
H -2.48 -3.70 -1.69
H -1.92 -4.02 -0.02
H -4.13 -3.27 -0.09
H -6.09 -2.14 0.81
H -6.02 0.29 1.28
H -3.98 1.56 0.83
H -1.17 0.18 -1.08
H -1.99 2.60 0.57
H -2.47 2.34 -1.11
H -0.30 3.75 -0.60
H -0.28 2.59 -1.93
H 0.97 0.17 -1.32
H 1.68 1.61 -2.07
H 3.36 2.80 -0.15
H 5.58 2.29 0.81
H 6.33 -0.08 0.99
H 2.66 -1.37 -0.75
H 0.12 2.29 1.67
H 1.39 1.09 1.51
H -1.13 0.33 1.94
H -0.12 -0.62 0.85



No. 6
The molecule C17H16ClF3N4O4 in a non-equilibrium geometry. Source: the OMol25 dataset; level of theory: the ωB97M-V functional and the def2-TZVPD basis.

net charge: 0
multiplicity: 1
E_HOMO: -8.849 eV

Cartesian coordinates (Å):
C -0.46 -1.72 5.14
C -0.01 -2.65 3.95
O 1.29 -2.10 3.71
C 1.45 -1.45 2.50
C 1.13 -2.14 1.24
C 1.17 -1.35 0.10
C 1.23 0.10 0.19
C 0.96 0.89 -1.06
O 1.28 0.46 -2.17
N 0.10 2.03 -1.09
C -0.14 2.81 -2.36
C 1.12 3.57 -2.71
C -0.85 2.00 -3.49
O -0.20 1.61 -4.47
C -2.30 1.73 -3.28
O -3.00 2.64 -3.01
N -2.82 0.52 -3.01
C -2.16 -0.73 -2.90
C -2.70 -1.91 -2.49
C -1.79 -2.91 -2.75
N -0.71 -2.42 -3.20
N -0.89 -1.08 -3.28
C 1.52 0.77 1.40
Cl 1.54 2.51 1.57
C 1.78 -0.05 2.56
C 2.39 0.57 3.84
F 2.60 -0.26 4.97
F 3.65 1.07 3.60
F 1.67 1.63 4.32
H 0.18 -1.82 6.07
H -0.51 -0.72 4.78
H -1.52 -1.87 5.44
H -0.88 -2.52 3.16
H 0.05 -3.58 4.39
H 1.00 -3.18 1.14
H 0.98 -1.72 -0.89
H -0.29 2.31 -0.26
H -0.80 3.68 -2.26
H 0.94 4.36 -3.38
H 1.75 4.02 -1.84
H 1.76 2.91 -3.35
H -3.86 0.52 -2.86
H -3.59 -2.14 -2.06
H -1.97 -3.96 -2.52
H -0.08 -0.44 -3.38



No. 7
A structure of composition C34H53N3O5S. Source: the OMol25 dataset; level of theory: the ωB97M-V functional and the def2-TZVPD basis.

net charge: 0
multiplicity: 1
E_HOMO: -7.858 eV

Cartesian coordinates (Å):
C 4.12 -3.57 -1.07
C 3.63 -2.28 -1.72
N 2.82 -1.45 -0.82
C 1.43 -1.39 -1.04
C 0.69 -2.25 -1.79
C -0.72 -2.10 -2.04
C -1.44 -3.07 -2.96
C -0.64 -4.27 -3.44
O -0.24 -5.15 -2.40
C -1.42 -1.08 -1.49
C -2.90 -0.90 -1.70
C -3.72 -1.98 -1.01
C -3.35 -2.38 0.27
C -4.05 -3.35 0.96
C -5.16 -3.95 0.37
C -5.53 -3.55 -0.90
C -4.83 -2.58 -1.61
C -5.32 -2.23 -2.99
C -0.70 -0.15 -0.69
N -1.21 0.92 -0.08
S 0.00 1.63 0.70
N 1.21 0.65 0.33
C 0.70 -0.30 -0.46
H 4.99 -3.95 -1.60
H 4.43 -3.37 -0.05
H 3.36 -4.35 -1.06
H 3.07 -2.48 -2.63
H 4.50 -1.69 -2.00
H 3.00 -1.72 0.14
H 1.19 -3.10 -2.24
H -1.74 -2.50 -3.85
H -2.36 -3.43 -2.51
H 0.24 -3.95 -4.00
H -1.27 -4.83 -4.14
H -0.59 -4.81 -1.56
H -3.19 0.06 -1.29
H -3.10 -0.90 -2.77
H -2.49 -1.93 0.75
H -3.74 -3.64 1.95
H -5.70 -4.71 0.90
H -6.39 -4.02 -1.37
H -6.24 -1.64 -2.95
H -4.58 -1.70 -3.59
H -5.56 -3.15 -3.53
C -3.21 1.84 -5.66
C -1.68 1.81 -5.62
C -1.43 0.52 -4.85
O -2.51 -0.36 -5.17
C -3.55 0.37 -5.84
H -3.61 2.46 -6.46
H -3.60 2.21 -4.71
H -1.28 1.73 -6.63
H -1.23 2.67 -5.14
H -1.43 0.70 -3.77
H -0.49 0.03 -5.12
H -3.55 0.08 -6.89
H -4.51 0.10 -5.40
C 4.19 -1.47 4.49
C 3.03 -0.75 3.81
C 3.60 -0.48 2.43
O 4.50 -1.57 2.15
C 4.74 -2.31 3.35
H 3.89 -2.07 5.35
H 4.93 -0.74 4.82
H 2.16 -1.41 3.74
H 2.73 0.16 4.33
H 4.17 0.46 2.41
H 2.85 -0.44 1.65
H 4.22 -3.28 3.28
H 5.81 -2.50 3.43
C 4.50 4.04 5.22
C 5.71 3.90 6.15
C 5.58 2.45 6.61
O 4.98 1.74 5.52
C 4.47 2.67 4.55
H 4.60 4.86 4.51
H 3.59 4.20 5.81
H 6.63 4.04 5.59
H 5.71 4.60 6.99
H 4.93 2.37 7.48
H 6.54 1.99 6.84
H 5.12 2.65 3.67
H 3.47 2.37 4.26
C -2.44 5.96 1.85
C -1.77 4.73 1.26
C -2.97 3.87 0.89
O -4.02 4.78 0.56
C -3.67 6.10 0.95
H -1.82 6.85 1.84
H -2.75 5.77 2.88
H -1.21 5.00 0.36
H -1.08 4.23 1.95
H -3.29 3.25 1.74
H -2.78 3.21 0.04
H -3.44 6.69 0.06
H -4.52 6.56 1.46



No. 8
A cluster of 2 separate species, C4H10O in total in a non-equilibrium geometry. Source: the OMol25 dataset; level of theory: the ωB97M-V functional and the def2-TZVPD basis.

net charge: 0
ΔE to the lowest compared entry with this formula, charge and spin: 0.957 eV
multiplicity: 1
E_HOMO: -9.106 eV

Cartesian coordinates (Å):
C 0.00 0.00 0.00
C 0.42 -1.23 0.75
C -0.36 -2.29 1.03
C 0.02 -3.57 1.70
H 0.38 0.03 -1.04
H 0.39 0.88 0.54
H -1.10 0.06 -0.02
H 1.47 -1.16 1.08
H -1.42 -2.28 0.74
H -0.01 -4.50 1.10
H -0.68 -3.68 2.55
H 1.04 -3.45 2.10
O 3.93 -0.81 -1.68
H 4.29 -0.91 -0.77
H 3.66 0.13 -1.73



No. 9
A structure of composition C5H14AsN6O2SSc. Source: the OMol25 dataset; level of theory: the ωB97M-V functional and the def2-TZVPD basis.

net charge: +2
ΔE to the lowest compared entry with this formula, charge and spin: 0.028 eV
multiplicity: 1
E_HOMO: -15.653 eV

Cartesian coordinates (Å):
Sc 0.35 0.02 -0.49
N -2.08 1.19 -0.05
N -3.10 0.23 -0.30
C -2.77 -0.94 -0.84
N -3.64 -1.91 -1.00
N -1.47 -0.98 -1.21
N -0.80 -2.12 -1.48
O -1.28 -3.17 -1.74
O 0.44 -1.87 -1.42
H -2.02 1.34 0.96
H -2.36 2.06 -0.48
H -4.04 0.44 0.00
H -4.59 -1.82 -0.67
H -3.37 -2.77 -1.45
C 3.21 1.89 -2.80
As 2.89 0.92 -1.15
C 4.04 -0.64 -1.32
C 3.77 1.98 0.21
H 4.28 2.09 -2.89
H 2.67 2.84 -2.78
H 2.88 1.30 -3.65
H 5.05 -0.32 -1.54
H 3.68 -1.28 -2.13
H 4.04 -1.20 -0.39
H 4.80 2.15 -0.08
H 3.74 1.45 1.16
H 3.27 2.94 0.32
S -1.33 -1.92 3.22
C -0.51 -1.09 2.19
N 0.11 -0.44 1.38



- Which of these has the lowest net charge?
  AsF6H16O8